DFT (ωB97M-V with the def2-TZVPD basis set) results for a molecular structure, C19H24N12Ru.

Computed properties:
- E_HOMO (alpha / beta): -4.4 / -4.4 eV
- E: -40552.9269 eV
- F_max: 1.7 eV/A
- Energy above the lowest of the compared OMol25 structures with the same formula, charge and spin: 0.404 eV
- Gap between HOMO and LUMO (alpha / beta): 0.265 / 0.216 Ha
- Net charge: -1
- Multiplicity: 6

```
56
Properties=species:S:1:pos:R:3:forces:R:3
H -2.476848 -1.586432 -2.424067 0.016 0.086 0.055
C 1.162531 4.357301 1.425675 0.131 0.010 0.076
C 1.089454 0.781000 -3.681886 -0.200 0.838 0.243
C 2.946202 -2.180609 2.493883 -0.080 -0.318 0.116
H -0.843930 4.518028 0.747278 -0.137 0.017 -0.106
C -0.215363 2.478869 0.776905 0.633 -0.016 0.181
C 1.143864 -0.883534 1.471986 0.224 -0.718 0.432
C 2.044443 2.125566 1.514396 -0.031 -0.456 -0.033
C -0.036098 3.836144 0.964275 -0.081 -0.074 -0.015
C -1.960786 -1.750135 1.900842 -0.144 0.183 0.147
N 0.482079 1.118887 -2.527174 0.072 -1.152 -0.206
N 0.430868 2.451756 -2.556025 -0.053 0.819 0.239
C -2.618107 -0.653293 -1.866400 0.701 0.170 0.278
H 3.964693 -2.212037 2.854643 0.091 0.011 0.012
H 1.854079 -0.569932 -4.980669 0.005 0.017 0.113
H -2.805957 0.155632 -2.581158 0.061 -0.061 0.052
N 0.859580 -1.657955 -2.051583 -0.232 0.967 -0.595
N 1.139403 -2.897747 -1.645320 0.164 -0.690 0.459
C 0.824535 1.551215 1.103871 0.069 0.843 0.222
H 2.522854 -4.221433 3.008738 0.008 -0.072 -0.026
H -2.821730 2.630061 1.717772 0.094 -0.101 -0.108
C 0.368836 -2.085762 1.487113 0.573 0.216 0.159
C 0.868940 -3.244789 2.046887 -0.112 0.017 -0.038
C -1.307624 -3.264963 0.184890 -0.008 -0.257 -0.204
C 2.150474 -3.307505 2.568678 0.169 0.048 0.082
H 3.153402 -0.186775 1.889328 -0.070 0.055 0.002
N 0.509571 0.228922 1.000191 -0.979 -0.306 -1.335
N 0.958381 2.878404 -3.645634 -0.164 0.648 0.211
H -3.487174 -0.756842 -1.215434 0.071 0.020 0.146
H -2.828371 2.203915 -1.278151 -0.063 -0.001 -0.012
H -1.938845 1.140034 2.115508 0.024 0.005 -0.055
C -2.049432 2.785709 -0.785393 -0.034 0.185 -0.259
H 3.164151 3.866717 1.997657 0.084 0.016 0.009
C 2.461505 -1.005531 1.957095 -0.135 0.396 -0.164
H -0.482384 -3.535859 -0.476697 -0.205 -0.051 0.119
H -2.896462 -1.516749 1.393935 -0.115 0.030 0.019
N 1.356440 -0.488910 -4.108312 0.009 -0.066 -0.314
C -2.411908 1.691546 1.305896 -0.114 -0.150 0.211
N -1.445939 1.955373 0.250308 0.140 -0.105 -0.249
H -2.124012 -2.609444 2.571267 0.049 0.049 -0.092
N 1.791625 -3.513190 -2.564666 -0.009 -0.541 0.437
Ru -0.559634 -0.211793 -0.951539 -0.099 0.021 0.153
N -0.945091 -2.049388 0.905196 0.161 -0.021 -0.303
H -3.231023 1.097600 0.898329 -0.070 -0.019 0.031
H -1.538670 -4.103162 0.859341 0.002 0.085 0.008
H 1.279112 5.420845 1.577491 -0.005 0.059 -0.056
C 2.205670 3.486089 1.672937 -0.138 0.315 0.050
H 0.254409 -4.131857 2.077333 -0.110 -0.072 -0.078
C 1.398347 -1.577884 -3.284675 0.041 -0.700 0.547
H -2.196969 -3.053539 -0.409259 -0.052 -0.031 -0.010
N 1.388210 1.867302 -4.389755 0.183 -1.009 -0.186
H -2.509040 3.700250 -0.384190 0.003 -0.063 0.067
H -1.656299 -0.900287 2.505523 0.038 0.038 -0.033
H -1.276336 3.045175 -1.510957 -0.221 0.036 0.085
N 1.982444 -2.726221 -3.616486 -0.095 0.890 -0.511
H 2.907932 1.511217 1.690263 -0.060 -0.038 0.025
```
Forces are in eV/Å.

Formally, the natural (NBO) partial charges of the atoms, in units of the elementary charge, are as follows: 0.209 -0.261 0.440 -0.202 0.204 0.187 0.142 -0.264 -0.237 -0.400 -0.505 -0.153 -1.109 0.201 0.422 0.207 -0.506 -0.153 0.138 0.200 0.173 0.192 -0.251 -0.447 -0.245 0.202 -0.701 -0.101 0.193 0.200 0.212 -0.448 0.200 -0.263 0.267 0.198 -0.591 -0.402 -0.493 0.173 -0.101 1.680 -0.492 0.199 0.161 0.201 -0.197 0.205 0.441 0.202 -0.385 0.161 0.210 0.269 -0.385 0.202